Entry 1:
88
Properties=species:S:1:pos:R:3 method="wB97M-V/def2-TZVPD" total_charge=0 spin_multiplicity=4 gap_ev="5.760 / 7.016" e_tot_ha=-4855.7584 mol_weight_g_mol=862.1 relative_energy_kj_mol=176.7
Re -0.122 0.681 -0.114
O 0.130 1.455 4.101
C 0.474 1.353 2.925
N -0.347 0.873 1.942
C -1.720 0.681 2.401
C -2.699 1.001 1.315
C -4.039 1.266 1.553
C -4.898 1.440 0.484
C -4.389 1.348 -0.806
C -3.044 1.111 -0.976
N -2.209 0.946 0.065
C 1.874 1.688 2.555
C 2.920 1.305 3.348
C 4.246 1.532 2.982
C 4.486 2.158 1.732
C 3.464 2.583 0.960
N 2.135 2.421 1.383
H -1.884 -0.367 2.687
H -1.907 1.278 3.293
H -4.392 1.319 2.574
H -5.948 1.641 0.650
H -5.021 1.475 -1.673
H -2.583 1.068 -1.954
H 2.670 0.791 4.267
H 5.062 1.201 3.607
H 5.492 2.296 1.360
H 3.582 3.044 -0.008
O 3.345 1.013 -2.258
C 2.227 0.987 -1.805
O 1.884 0.522 -0.636
C 1.006 1.475 -2.643
O 1.115 2.027 -3.704
O -0.150 1.197 -2.057
C -2.713 -2.393 -2.156
Si -2.100 -2.925 -0.468
C -3.282 -2.356 0.865
C -1.987 -4.792 -0.377
As -0.015 -1.830 -0.212
Si 1.206 -2.656 1.655
C 2.839 -1.756 1.697
C 1.474 -4.499 1.449
C 0.208 -2.337 3.201
Si 1.256 -2.573 -2.102
C 3.076 -2.454 -1.727
C 0.791 -1.576 -3.612
C 0.807 -4.371 -2.403
H -3.791 -2.549 -2.244
H -2.225 -2.963 -2.950
H -2.509 -1.335 -2.334
H -4.178 -2.983 0.829
H -3.595 -1.324 0.713
H -2.855 -2.445 1.866
H -3.000 -5.189 -0.262
H -1.402 -5.138 0.475
H -1.558 -5.224 -1.280
H 3.610 -2.320 1.171
H 3.158 -1.634 2.735
H 2.778 -0.765 1.243
H 1.982 -4.735 0.512
H 0.541 -5.062 1.487
H 2.109 -4.855 2.266
H 0.041 -1.270 3.355
H 0.764 -2.712 4.065
H -0.756 -2.849 3.180
H 3.376 -1.457 -1.405
H 3.622 -2.690 -2.646
H 3.376 -3.181 -0.970
H 1.483 -0.749 -3.781
H -0.218 -1.166 -3.561
H 0.849 -2.229 -4.488
H 0.754 -4.961 -1.488
H 1.579 -4.812 -3.041
H -0.146 -4.464 -2.928
C -1.591 4.071 -1.392
C -0.325 4.697 -0.806
C -0.714 5.915 0.046
C 0.610 5.137 -1.940
C 0.415 3.744 0.051
C 1.147 3.017 0.684
H -2.113 4.811 -2.002
H -2.264 3.752 -0.594
H -1.344 3.215 -2.019
H -1.236 6.646 -0.574
H 0.170 6.389 0.473
H -1.373 5.621 0.864
H 0.093 5.861 -2.573
H 0.906 4.289 -2.557
H 1.510 5.608 -1.541



Entry 2:
9
Properties=species:S:1:pos:R:3 method="wB97M-V/def2-TZVPD" total_charge=0 smiles=S.S.S gap_ev=10.527 e_tot_ha=-1198.1221 mol_weight_g_mol=102.2 relative_energy_kj_mol=6.4
S -3.857 3.273 -1.679
H -4.601 2.206 -1.983
H -4.776 4.143 -2.080
S 1.990 -0.102 -0.421
H 1.800 0.289 -1.686
H 1.968 -1.408 -0.712
S 2.424 -3.366 3.068
H 3.446 -2.726 2.488
H 1.605 -2.309 3.004



Entry 3:
78
Properties=species:S:1:pos:R:3 method="wB97M-V/def2-TZVPD" total_charge=0 gap_ev=7.544 e_tot_ha=-1392.2694 mol_weight_g_mol=404.6 relative_energy_kj_mol=2422.3
C 2.047 1.625 2.103
O 0.976 1.976 1.225
H 2.168 0.545 2.190
H 3.022 2.021 1.818
H 1.852 1.819 3.157
H 0.234 1.393 1.403
C -0.217 0.166 -0.162
O 0.334 -0.264 -1.311
H 0.143 1.195 -0.149
H -1.300 0.056 -0.121
H 0.362 -0.303 0.633
H -0.210 -0.119 -2.089
C 1.811 -0.715 -2.727
O 3.158 -1.075 -2.755
H 1.296 -1.415 -2.069
H 1.537 0.285 -2.391
H 1.264 -0.915 -3.648
H 3.452 -1.117 -1.842
C -0.951 -2.184 2.088
O -0.414 -1.542 3.246
H -0.218 -2.883 1.685
H -1.889 -2.734 2.160
H -1.147 -1.421 1.336
H 0.418 -1.902 3.560
C -1.288 2.836 -1.262
C -2.011 3.149 0.048
O -3.156 2.352 -0.089
H -0.384 3.436 -1.365
H -1.986 3.135 -2.043
H -1.066 1.774 -1.376
H -2.072 4.232 0.145
H -1.295 2.837 0.808
H -3.270 1.941 -0.949
C -2.718 -1.032 0.266
C -4.230 -1.026 0.502
O -4.722 -2.317 0.491
H -2.455 -0.955 -0.790
H -2.331 -1.942 0.722
H -2.342 -0.152 0.787
H -4.634 -0.402 -0.295
H -4.458 -0.524 1.442
H -5.630 -2.345 0.802
C -0.841 1.019 -4.355
C -0.799 -0.438 -3.956
O -0.982 -0.613 -2.560
H 0.007 1.648 -4.082
H -1.730 1.549 -4.012
H -0.592 1.140 -5.409
H 0.196 -0.808 -4.205
H -1.655 -0.930 -4.417
H -1.897 -0.533 -2.282
C -1.036 2.327 2.840
C -0.580 0.961 3.383
O -0.050 0.128 2.391
H -1.407 2.998 3.614
H -1.740 2.239 2.012
H -0.275 2.788 2.210
H -1.364 0.537 4.012
H 0.215 1.244 4.072
H 0.016 -0.781 2.694
C 2.212 -3.339 -0.214
C 1.486 -2.265 0.539
O 1.615 -2.483 1.925
H 1.943 -4.351 0.088
H 3.266 -3.210 0.028
H 2.124 -3.096 -1.273
H 0.480 -2.243 0.119
H 1.891 -1.297 0.244
H 1.046 -3.222 2.153
C 3.599 1.249 -0.097
C 2.911 -0.147 0.032
O 3.596 -1.036 -0.797
H 4.494 1.382 0.511
H 3.013 2.096 0.259
H 3.939 1.412 -1.120
H 1.911 0.021 -0.368
H 2.915 -0.269 1.115
H 4.392 -1.170 -0.278



Entry 4:
76
Properties=species:S:1:pos:R:3 method="wB97M-V/def2-TZVPD" total_charge=+1 gap_ev=6.510 e_tot_ha=-1685.9840 mol_weight_g_mol=525.7 relative_energy_kj_mol=0.0
C -1.819 5.515 0.481
N -1.750 4.073 0.464
C -2.886 3.316 0.570
O -4.030 3.754 0.678
C -2.462 1.847 0.524
C -3.147 1.068 -0.595
C -4.639 0.930 -0.400
C -5.499 1.304 -1.435
C -6.880 1.260 -1.240
C -7.399 0.815 -0.017
C -6.533 0.373 0.991
C -5.149 0.425 0.799
N -1.014 1.944 0.326
C -0.267 0.834 0.193
C 1.113 0.836 0.012
C 1.883 -0.302 -0.127
C 3.321 -0.253 -0.207
C 3.986 0.985 -0.424
C 5.372 1.106 -0.252
N 5.933 2.415 -0.175
O 7.158 2.535 0.041
O 5.166 3.401 -0.316
C 6.176 -0.024 -0.017
C 5.552 -1.268 0.091
C 4.159 -1.393 -0.004
C -0.504 3.330 0.302
C 0.158 3.686 -1.042
C 0.444 3.625 1.477
H -2.862 5.814 0.609
H -1.224 5.923 1.308
H -1.441 5.936 -0.459
H -2.694 1.392 1.506
H -2.948 1.584 -1.550
H -2.681 0.072 -0.661
H -5.067 1.660 -2.374
H -7.544 1.578 -2.045
H -8.477 0.804 0.148
H -6.926 -0.009 1.934
H -4.455 0.098 1.579
H -0.806 -0.118 0.263
H 1.625 1.796 0.027
H 1.381 -1.275 -0.084
H 3.437 1.888 -0.697
H 7.249 0.109 0.082
H 6.168 -2.154 0.253
H 3.694 -2.377 0.100
H -0.553 3.522 -1.864
H 0.454 4.742 -1.027
H 1.051 3.085 -1.230
H -0.117 3.573 2.420
H 1.266 2.906 1.525
H 0.866 4.630 1.360
C 2.472 -4.675 3.095
C 2.717 -5.577 2.055
C 2.302 -5.283 0.759
C 1.594 -4.104 0.498
C 1.125 -3.863 -0.924
C -0.329 -4.284 -1.183
C -0.859 -3.327 -2.256
C 0.128 -2.160 -2.343
N 1.207 -2.456 -1.360
C 1.247 -3.256 1.554
C 1.756 -3.501 2.834
H 2.824 -4.889 4.107
H 3.240 -6.511 2.248
H 2.511 -5.958 -0.077
H 1.770 -4.454 -1.596
H -0.348 -5.328 -1.512
H -0.929 -4.196 -0.271
H -0.885 -3.834 -3.224
H -1.869 -2.982 -2.022
H 0.545 -2.053 -3.360
H -0.344 -1.210 -2.068
H 2.113 -2.252 -1.775
H 0.595 -2.392 1.378
H 1.576 -2.772 3.623



Entry 5:
51
Properties=species:S:1:pos:R:3 method="wB97M-V/def2-TZVPD" total_charge=+1 gap_ev=5.720 e_tot_ha=-5103.1341 mol_weight_g_mol=691.6 relative_energy_kj_mol=91.7
Pd 0.226 -0.347 0.024
Cl -3.720 5.852 -0.460
C -2.450 4.725 -0.271
C -2.716 3.427 -0.092
C -1.630 2.480 0.071
N -1.729 1.243 0.348
C -2.948 0.640 0.679
O -3.843 1.183 1.272
C -2.976 -0.780 0.249
C -4.136 -1.505 0.442
C -4.181 -2.813 -0.013
C -3.072 -3.322 -0.658
C -1.941 -2.529 -0.799
N -1.874 -1.280 -0.336
C -0.207 2.952 -0.107
C -0.002 4.370 -0.216
C -1.058 5.205 -0.298
Cl -0.785 6.876 -0.462
N 0.682 2.004 -0.107
C 2.048 2.306 -0.111
O 2.545 3.398 -0.223
C 2.880 1.097 0.064
C 4.246 1.287 0.117
C 5.079 0.194 0.259
C 4.491 -1.048 0.332
C 3.111 -1.163 0.266
N 2.287 -0.111 0.144
H -3.734 3.075 -0.036
H -4.977 -1.035 0.931
H -5.069 -3.416 0.124
H -3.060 -4.329 -1.050
H -1.056 -2.902 -1.288
H 0.998 4.757 -0.274
H 4.627 2.295 0.042
H 6.153 0.312 0.306
H 5.078 -1.949 0.437
H 2.677 -2.134 0.295
Br 2.012 -8.751 1.406
C 1.584 -6.924 1.216
C 1.139 -6.211 2.322
C 0.830 -4.871 2.180
C 0.962 -4.250 0.941
C 1.405 -4.979 -0.160
C 1.720 -6.321 -0.025
C 0.623 -2.809 0.820
O 0.281 -2.111 1.772
O 0.706 -2.275 -0.372
H 1.039 -6.702 3.280
H 0.485 -4.289 3.024
H 1.500 -4.495 -1.123
H 2.067 -6.897 -0.871



Entry 6:
11
Properties=species:S:1:pos:R:3 method="wB97M-V/def2-TZVPD" total_charge=-1 gap_ev=7.153 e_tot_ha=-226.9964 mol_weight_g_mol=63.1 relative_energy_kj_mol=140.0
O -1.848 -0.184 -1.377
H -1.652 0.686 -1.879
N 0.569 -1.194 0.334
C 1.001 0.043 0.980
N 0.416 1.257 0.277
H 0.165 -0.969 -0.573
H -0.132 -1.599 0.916
H 2.080 0.126 0.944
H 0.727 0.045 2.052
H -0.568 0.989 -0.035
H 1.270 1.502 -0.569



Entry 7:
19
Properties=species:S:1:pos:R:3 method="wB97M-V/def2-TZVPD" total_charge=0 smiles=CC[C@H]1C[C@H]1CO gap_ev=11.063 e_tot_ha=-311.0129 mol_weight_g_mol=100.2 relative_energy_kj_mol=121.7
C 2.185 0.768 -0.451
C 1.374 0.044 0.621
C 0.377 -0.933 0.032
C -0.870 -1.311 0.792
C -0.935 -0.501 -0.527
C -1.477 0.905 -0.471
O -2.874 0.850 -0.320
H 2.722 0.055 -1.087
H 2.922 1.445 -0.008
H 1.532 1.361 -1.101
H 0.862 0.779 1.254
H 2.048 -0.509 1.287
H 0.845 -1.752 -0.509
H -1.179 -2.356 0.793
H -0.987 -0.827 1.764
H -1.311 -1.063 -1.383
H -1.019 1.475 0.350
H -1.265 1.439 -1.400
H -2.950 0.133 0.364